1.
Below is C31H42CeCl2NO2P3 as an isolated structure in a non-equilibrium geometry, with properties calculated with ωB97M-V/def2-TZVPD.

Each line ends with the Mulliken charge.
Positions of all 82 atoms, in Å:
1 P -2.22629 0.68630 -2.11566  0.491
2 C -2.82098 2.18778 -2.99686  -0.025
3 C -2.66261 2.40432 -4.36371  0.124
4 H -2.16118 1.66373 -4.97051  0.371
5 C -3.14654 3.56447 -4.95258  -0.702
6 H -3.01435 3.72051 -6.01531  0.421
7 C -3.80174 4.51776 -4.18658  -0.500
8 H -4.17963 5.42065 -4.64805  0.402
9 C -3.96466 4.31031 -2.82305  -0.642
10 H -4.46876 5.05188 -2.21732  0.406
11 C -3.46851 3.15940 -2.23164  -0.270
12 H -3.58483 3.00876 -1.16516  0.350
13 C -1.20639 -0.12398 -3.41508  0.243
14 C 0.11932 0.29651 -3.53746  -0.535
15 H 0.50122 1.05909 -2.86950  0.563
16 C 0.94756 -0.24992 -4.50473  -0.696
17 H 1.97149 0.08987 -4.59077  0.443
18 C 0.46934 -1.24154 -5.35133  -0.566
19 H 1.11813 -1.67646 -6.10031  0.423
20 C -0.84242 -1.67593 -5.22766  -0.662
21 H -1.22130 -2.44936 -5.88293  0.429
22 C -1.67769 -1.11830 -4.26925  -0.116
23 H -2.70068 -1.45698 -4.18599  0.393
24 C -3.73515 -0.36640 -2.12272  0.012
25 C -4.88183 -0.08044 -2.86021  -0.150
26 H -4.91715 0.80863 -3.47372  0.369
27 C -5.97794 -0.93067 -2.81334  -0.709
28 H -6.86325 -0.69520 -3.38960  0.419
29 C -5.93961 -2.08016 -2.03738  -0.498
30 H -6.79492 -2.74244 -2.00365  0.396
31 C -4.80041 -2.37386 -1.29942  -0.778
32 H -4.76519 -3.26527 -0.68689  0.409
33 C -3.71101 -1.51785 -1.33381  0.188
34 H -2.83011 -1.74303 -0.74495  0.058
35 Ce 1.51663 0.73203 3.04959  -0.157
36 C 2.37964 -1.07598 2.64610  -0.041
37 C 2.07225 -1.81126 1.54609  -0.455
38 H 3.11734 -1.44821 3.35109  0.445
39 C 1.05852 -1.19314 0.62241  0.375
40 O -0.03921 -2.09019 0.42649  -0.500
41 H -0.64775 -1.69536 -0.21172  0.211
42 C 0.69138 0.06512 1.31105  -0.895
43 H 1.50632 -0.94351 -0.34958  0.379
44 C 0.09126 1.14827 1.61677  0.255
45 Cl 2.94270 0.66403 5.00556  -0.379
46 Cl 0.74571 2.98498 3.85418  -0.250
47 P 3.28885 2.02058 2.00783  1.065
48 C 4.12954 3.19076 3.11125  -1.279
49 H 4.62660 2.64449 3.90567  0.392
50 H 3.38499 3.84090 3.55813  0.358
51 H 4.85555 3.77523 2.55034  0.464
52 C 4.63759 1.01990 1.28888  -1.231
53 H 4.23372 0.33344 0.54914  0.258
54 H 5.09955 0.43950 2.08336  0.327
55 H 5.39288 1.64773 0.82166  0.494
56 C 2.66615 3.04436 0.63249  -1.286
57 H 1.89493 3.70150 1.02484  0.371
58 H 2.23092 2.41406 -0.13818  0.266
59 H 3.46463 3.64171 0.19889  0.480
60 P 2.71478 -3.41589 1.20308  1.522
61 C 4.12524 -3.77284 2.27376  -1.361
62 C 3.25698 -3.53508 -0.51971  -1.358
63 H 3.81584 -3.77833 3.31452  0.471
64 H 4.89669 -3.02097 2.13743  0.426
65 H 4.52851 -4.75122 2.02520  0.429
66 H 2.41176 -3.35145 -1.17712  0.410
67 H 3.64742 -4.52903 -0.72242  0.470
68 H 4.03225 -2.80018 -0.71669  0.431
69 C 1.49165 -4.72760 1.45722  -1.314
70 H 1.18350 -4.73330 2.49898  0.438
71 H 1.90995 -5.69821 1.20076  0.462
72 H 0.62540 -4.52309 0.83652  0.395
73 H -0.63818 1.91687 1.45187  0.622
74 C 0.25978 1.26599 6.62700  -1.085
75 C -0.68054 0.68279 5.59890  0.914
76 N -1.94429 0.37910 5.98366  -0.413
77 O -0.35383 0.43889 4.43318  -0.502
78 H -0.25626 1.41247 7.59886  0.378
79 H 0.65648 2.25294 6.33305  0.254
80 H 1.08759 0.56054 6.82529  0.225
81 H -2.60804 -0.03463 5.31296  0.237
82 H -2.26532 0.54915 6.94847  0.226

Forces on atoms 1 to 6 (eV/Å):
-0.3 0.0 -0.3
0.1 0.0 0.2
0.0 -0.1 0.1
0.0 0.0 -0.1
0.0 0.0 0.0
0.0 0.0 0.0

Values from the calculation:
* spin multiplicity: 1
* E_tot: -104233.6881 eV
* LUMO level: -0.306 Ha
* charge: +2
* HOMO-LUMO gap: 3.784 eV
* E_HOMO: -12.119 eV

***

2.
Below is an isolated molecule of C4H9NO2, with properties calculated with ωB97M-V/def2-TZVPD.

Each line ends with the natural charge from an NBO analysis.
Positions of all 16 atoms, in Å:
1 C -0.67099 2.34075 0.10924  -0.427
2 N -0.57917 0.90257 0.14089  -0.559
3 C -1.33574 0.09934 -0.47018  0.443
4 O -0.94270 -1.16064 -0.70165  -0.497
5 C 0.49419 -1.32858 -0.73127  -0.110
6 C 1.14559 -1.66383 0.60358  -0.085
7 O 1.27386 -0.59898 1.50614  -0.743
8 H -1.20188 2.75317 0.97461  0.204
9 H 0.36534 2.69832 0.14279  0.210
10 H -1.12756 2.71909 -0.81328  0.185
11 H -2.32656 0.28867 -0.89953  0.154
12 H 0.65198 -2.14685 -1.43776  0.198
13 H 0.92746 -0.40535 -1.13293  0.197
14 H 0.61097 -2.51856 1.05087  0.161
15 H 2.16008 -2.00969 0.35922  0.176
16 H 0.55515 0.03056 1.29923  0.493

Forces on atoms 1 to 6 (eV/Å):
-0.1 0.2 0.0
-0.1 -0.3 -0.3
0.2 0.4 0.1
0.0 0.0 0.1
0.2 -0.1 0.0
0.1 -0.4 -0.3

Values from the calculation:
* spin multiplicity: 1
* E_tot: -9877.8878 eV
* LUMO level: 0.034 Ha
* SMILES: C/N=C/OCCO
* HOMO-LUMO gap: 10.629 eV
* ΔE to the lowest compared entry with this formula, charge and spin: 50.1 kcal/mol
* E_HOMO: -9.710 eV

***

3.
Below is an isolated molecule of C5H10 in a non-equilibrium geometry, with properties calculated with ωB97M-V/def2-TZVPD.

Each line ends with the natural charge from an NBO analysis.
Positions of all 15 atoms, in Å:
1 C 0.48448 -0.71875 1.70700  -0.434
2 C 0.12295 0.49506 1.26687  -0.194
3 C -0.38137 0.52445 -0.21424  -0.280
4 C -1.23138 -0.60784 -0.59752  -0.595
5 C 0.84796 0.63589 -1.09289  -0.597
6 H 1.27612 -0.79767 2.66289  0.206
7 H 0.26560 -1.74789 1.13336  0.207
8 H 0.33009 1.47896 1.88183  0.223
9 H -0.92881 1.39607 -0.38035  0.203
10 H -0.81487 -1.65485 -0.44985  0.202
11 H -1.35245 -0.46069 -1.73704  0.213
12 H -2.17802 -0.60836 -0.05068  0.219
13 H 1.66339 1.29767 -0.87359  0.219
14 H 0.51601 1.04928 -2.13953  0.199
15 H 1.38031 -0.28132 -1.11627  0.208

Forces on atoms 1 to 6 (eV/Å):
2.3 -1.3 1.9
0.2 -0.1 -0.1
2.2 0.7 2.5
-0.6 -2.0 -2.1
-0.6 1.3 -2.6
-2.7 0.0 -2.4

Values from the calculation:
* spin multiplicity: 1
* E_tot: -5345.0077 eV
* LUMO level: 0.044 Ha
* SMILES: C=CC(C)C
* HOMO-LUMO gap: 10.732 eV
* ΔE to the lowest compared entry with this formula, charge and spin: 52.1 kcal/mol
* E_HOMO: -9.533 eV

***

4.
Below is an isolated molecule of C5H9NO in a non-equilibrium geometry, with properties calculated with ωB97M-V/def2-TZVPD.

Each line ends with the natural charge from an NBO analysis.
Positions of all 16 atoms, in Å:
1 C -0.07835 -1.02829 0.06721  -0.687
2 C -1.48251 1.95729 0.61635  -0.256
3 C 0.39363 0.32444 -0.01368  0.316
4 C 0.60647 -2.08621 -0.65254  0.128
5 C 1.50220 1.04334 0.02862  -0.484
6 O -0.93467 1.02159 -0.34632  -0.580
7 N 0.39277 -3.32584 -0.42533  -0.669
8 H 0.95017 -3.91436 -1.04220  0.329
9 H -1.26225 -0.13613 -0.39820  0.465
10 H -0.50193 -1.32499 1.02760  0.250
11 H 1.30704 -1.73612 -1.42523  0.144
12 H -0.82585 2.82277 0.67175  0.200
13 H -2.46022 2.25841 0.24726  0.206
14 H -1.56394 1.47918 1.59521  0.192
15 H 1.53340 2.07954 -0.27691  0.216
16 H 2.42404 0.56537 0.32642  0.229

Forces on atoms 1 to 6 (eV/Å):
-0.7 0.0 -0.1
0.2 -0.1 -0.1
-0.4 0.7 0.1
0.0 -0.3 0.0
-0.3 -0.1 -0.2
0.5 0.6 0.2

Values from the calculation:
* spin multiplicity: 1
* E_tot: -8864.0250 eV
* LUMO level: 0.027 Ha
* HOMO-LUMO gap: 8.687 eV
* ΔE to the lowest compared entry with this formula, charge and spin: 119.6 kcal/mol
* E_HOMO: -7.961 eV